# C4H11N3O2

A single C4H11N3O2 molecule in a non-equilibrium geometry (ωB97M-V with the def2-TZVPD basis set, the OMol25 dataset).

Output
- SMILES = CN(N)[C@H](O)CC(N)=O
- relative energy (zero: lowest compared OMol25 entry of this formula, charge and spin) (kcal per mole) = 91.4
- Kohn-Sham gap (Ha) = 0.3132
- energy (eV) = -12888.866

XYZ file:
```
20
Properties=species:S:1:pos:R:3:nbo_charge:R:1
O 1.6181 -1.3364 0.8904 -0.694
O -1.3888 1.8819 0.2648 -0.695
N 2.1502 0.0618 -0.7999 -0.888
N -1.0786 -1.7329 0.4915 -0.668
N -0.7157 -0.5036 -0.1115 -0.293
C -0.9772 -0.5085 -1.5401 -0.424
C 1.3284 -0.3450 0.2443 0.733
C 0.7069 1.1211 1.0260 -0.559
C -0.7269 0.8343 0.8800 0.294
H -1.1277 -1.6058 1.4996 0.352
H 1.9980 0.9874 -1.1707 0.375
H 1.0046 1.2581 2.0610 0.227
H -1.2341 0.4425 1.7684 0.162
H 3.1152 -0.2122 -0.6905 0.402
H 1.0316 1.9670 0.4259 0.209
H -0.3112 -1.2064 -2.0587 0.212
H -0.2932 -2.3783 0.3826 0.373
H -2.0079 -0.8223 -1.7002 0.191
H -0.7950 0.4845 -1.9448 0.211
H -2.2967 1.6131 0.0818 0.479
```

# H22O11

11 unconnected molecules or ions with the total composition H22O11 in a non-equilibrium geometry (ωB97M-V with the def2-TZVPD basis set, the OMol25 dataset).

Output
- SMILES = O.O.O.O.O.O.O.O.O.O.O
- relative energy (zero: lowest compared OMol25 entry of this formula, charge and spin) (kcal per mole) = 38.7
- Kohn-Sham gap (Ha) = 0.3754
- energy (eV) = -22879.837

XYZ file:
```
33
Properties=species:S:1:pos:R:3:nbo_charge:R:1
O -1.3172 -2.7753 -0.3228 -0.966
O -0.2549 -0.5746 -2.7011 -0.964
O 2.7534 0.7189 -0.5312 -0.981
O 1.9192 -2.1588 1.5233 -0.966
O -1.2528 1.0817 1.5591 -0.951
O 0.6849 3.0500 1.0990 -0.955
O 0.4009 -0.3751 0.2812 -1.024
O -0.0088 2.0159 -1.2043 -0.996
O -2.5867 1.1981 -1.8269 -0.981
O -1.2019 1.0920 4.1731 -0.960
O 1.2027 -3.1440 -1.3478 -0.993
H 1.8626 0.4502 -0.3028 0.487
H -1.6945 1.3185 -1.4106 0.497
H -1.5851 1.9036 1.1570 0.511
H -1.0198 -0.9838 -3.1780 0.480
H 1.1537 -4.0852 -1.2605 0.471
H 0.5057 -1.1103 -2.9809 0.493
H 1.5637 3.4315 0.9322 0.498
H -1.2297 -2.2633 0.5132 0.499
H 0.2230 2.5035 -0.3692 0.493
H 1.2962 -1.7120 0.9481 0.487
H 0.1135 -0.2728 -0.6628 0.523
H 0.8557 2.3951 1.8084 0.504
H 2.7348 -2.1095 1.1139 0.458
H 0.4328 2.5342 -1.8444 0.480
H 0.3710 -2.7209 -1.0407 0.502
H -1.8808 0.4296 1.2185 0.502
H -1.7125 -3.6275 -0.2038 0.487
H -0.0132 0.3098 0.8143 0.497
H -1.7670 1.8414 4.3569 0.459
H -1.3072 0.9176 3.2438 0.476
H -2.4340 0.8153 -2.6873 0.464
H 3.1925 -0.0937 -0.8669 0.467
```

Number 1: HOMO -7.89 eV. Number 2: HOMO -10.20 eV.